ORCA calculation (ωB97M-V/def2-TZVPD) on a 11-piece molecular cluster, C19H60N10O11 overall.

Structure (SMILES) = NC(N)=O.NC(N)=O.NC(N)=O.NC(N)=O.NC(N)=O.CC(C)O.CC(C)O.CC(C)O.CC(C)O.CO.CO
ΔE to the lowest compared entry with this formula, charge and spin = 11.058 eV
F_max = 13.50 eV/Å
LUMO level = -0.015 hartree
DFT total energy = -2134.904182 Ha

Last column: Mulliken charge in e.
Geometry (Å):
N -23.47 12.23 17.81  0.36
C -23.47 10.97 17.88  0.22
N -24.59 10.40 17.56  -0.08
O -22.28 10.31 18.12  -0.82
H -22.52 12.73 17.85  0.21
H -24.33 12.77 17.69  -0.56
H -24.50 9.34 17.51  0.20
H -25.32 10.78 16.91  0.30
N -24.67 13.08 20.35  0.51
C -25.38 12.81 21.37  0.85
N -24.71 12.11 22.26  -0.36
O -26.73 12.94 21.49  -0.70
H -25.09 13.56 19.47  -1.09
H -23.76 12.74 20.16  -0.04
H -25.21 11.69 23.00  0.28
H -23.77 11.85 22.09  0.14
N -22.24 16.59 21.06  -0.29
C -23.17 16.47 21.96  0.36
N -23.91 15.45 22.04  -0.07
O -23.21 17.41 22.96  -0.82
H -21.64 17.42 21.08  0.23
H -22.32 16.05 20.21  0.35
H -24.64 15.53 22.77  0.24
H -24.10 14.72 21.28  0.13
N -26.67 11.11 19.08  0.14
C -27.79 10.58 18.72  0.34
N -27.68 9.65 17.73  -0.43
O -29.02 10.86 19.38  -0.73
H -26.74 11.76 19.84  -0.06
H -25.71 11.03 18.58  0.02
H -28.53 9.08 17.48  0.40
H -26.77 9.29 17.47  0.16
N -21.76 15.42 16.79  -0.37
C -22.09 14.90 17.92  0.22
N -21.31 13.85 18.21  -0.67
O -23.07 15.25 18.76  -0.26
H -22.37 16.18 16.41  0.26
H -21.15 14.95 16.12  0.22
H -21.49 13.46 19.09  0.30
H -20.45 13.72 17.66  0.16
C -25.31 13.97 14.99  -0.62
C -25.83 12.57 14.80  0.81
C -24.65 11.73 14.21  -1.82
O -26.21 12.14 15.87  -0.50
H -26.04 14.66 15.55  -0.36
H -25.18 14.42 13.96  0.51
H -24.29 14.05 15.39  0.25
H -26.67 12.52 14.09  0.29
H -24.24 12.32 13.46  0.54
H -24.94 10.76 13.75  0.34
H -23.93 11.52 14.99  0.24
H -27.13 11.80 15.78  -0.10
C -28.20 14.14 18.04  -1.86
C -26.80 14.80 18.12  1.92
C -26.72 15.65 19.42  -1.38
O -25.86 14.04 18.08  4.06
H -28.41 13.52 18.85  0.62
H -28.16 13.43 17.20  0.06
H -28.92 14.93 17.93  0.37
H -26.74 15.46 17.30  -0.73
H -25.63 15.75 19.50  -0.14
H -27.06 15.04 20.23  0.52
H -27.23 16.65 19.42  0.32
H -25.88 13.48 17.26  -2.15
C -29.06 14.67 14.83  -1.63
C -28.96 15.60 13.65  0.60
C -30.18 16.61 13.62  -1.39
O -27.91 16.33 13.58  -0.51
H -29.34 15.11 15.73  0.39
H -28.11 14.22 15.10  0.44
H -29.74 13.91 14.55  0.33
H -28.86 14.85 12.82  0.34
H -31.03 16.01 13.25  0.44
H -30.08 17.34 12.79  0.33
H -30.37 16.98 14.67  0.27
H -27.50 16.50 14.48  0.36
C -24.28 19.99 17.78  -1.80
C -24.53 18.66 18.43  1.09
C -25.14 18.72 19.75  -1.11
O -25.16 17.80 17.79  -0.34
H -24.36 19.85 16.72  0.39
H -23.27 20.28 18.13  0.42
H -24.94 20.81 18.03  0.37
H -23.54 18.23 18.48  -0.13
H -25.04 17.81 20.39  0.15
H -26.26 19.00 19.68  0.21
H -24.60 19.46 20.35  0.43
H -25.35 17.18 18.43  -0.11
C -27.97 18.76 15.40  -0.84
O -27.22 17.62 15.80  -0.31
H -27.33 19.62 15.57  0.34
H -28.88 18.90 15.99  0.26
H -28.30 18.69 14.37  0.36
H -26.46 17.87 16.39  0.26
C -30.01 11.24 15.87  -0.72
O -28.61 11.16 15.69  -0.55
H -30.21 11.24 16.94  0.29
H -30.37 10.35 15.39  0.33
H -30.49 12.16 15.50  0.24
H -28.25 10.44 16.31  0.32

ORCA calculation (ωB97M-V/def2-TZVPD) on a 11-piece molecular cluster, C19H60N14O11 overall.

⟨S²⟩ = 0.759
Multiplicity = 2
ΔE to the lowest compared entry with this formula, charge and spin = 4.006 eV
F_max = 8.24 eV/Å
Total charge = +1
LUMO level (alpha / beta) = -0.068 / -0.322 hartree
DFT total energy = -2353.913838 Ha

Last column: Löwdin spin population.
Geometry (Å):
C -2.38 -30.30 4.58  0.00
C -2.72 -28.95 5.16  0.00
C -3.08 -27.74 4.24  0.00
O -3.65 -29.39 6.10  0.00
H -2.52 -30.25 3.50  0.00
H -2.72 -31.19 5.11  0.00
H -1.31 -30.47 4.55  0.00
H -1.81 -28.60 5.66  0.00
H -2.21 -27.54 3.61  0.00
H -3.17 -26.76 4.71  0.00
H -4.03 -27.98 3.76  0.00
H -3.30 -29.36 7.00  0.00
C -0.99 -23.06 1.37  0.00
C -1.64 -24.12 0.48  0.00
C -1.23 -25.59 0.89  0.00
O -3.02 -24.03 0.79  0.00
H -0.99 -23.31 2.43  0.00
H -1.44 -22.09 1.18  0.00
H 0.07 -22.98 1.11  0.00
H -1.46 -23.90 -0.57  0.00
H -0.16 -25.76 0.78  0.00
H -1.77 -26.36 0.34  0.00
H -1.39 -25.57 1.96  0.00
H -3.23 -23.11 0.95  0.00
C -6.44 -22.92 -0.33  0.00
C -7.83 -22.18 -0.27  0.00
C -8.57 -21.79 -1.56  0.00
O -8.69 -22.96 0.53  0.00
H -6.51 -23.97 -0.58  0.00
H -5.87 -22.87 0.60  0.00
H -5.70 -22.53 -1.03  0.00
H -7.73 -21.22 0.24  0.00
H -8.73 -22.65 -2.21  0.00
H -8.06 -20.97 -2.08  0.00
H -9.47 -21.32 -1.16  0.00
H -8.43 -22.89 1.45  0.00
C -6.19 -23.58 4.46  0.00
C -6.34 -25.00 4.09  0.00
C -5.82 -25.27 2.68  0.00
O -5.68 -25.76 5.12  0.00
H -5.20 -23.19 4.23  0.00
H -6.52 -23.45 5.49  0.00
H -6.83 -23.01 3.78  0.00
H -7.35 -25.43 4.11  0.00
H -5.95 -26.33 2.44  0.00
H -4.75 -25.09 2.66  0.00
H -6.53 -24.77 2.03  0.00
H -6.14 -26.57 5.31  0.00
C -7.58 -20.17 6.41  0.00
O -8.71 -19.90 6.66  0.00
N -6.61 -20.12 7.25  0.00
N -7.06 -20.36 5.21  0.00
H -6.84 -20.12 8.24  0.00
H -5.76 -20.50 6.86  0.00
H -6.09 -20.49 4.94  0.00
H -7.76 -20.49 4.49  0.00
C -8.52 -27.18 -1.64  0.03
O -9.74 -27.05 -1.65  0.35
N -7.98 -27.69 -2.69  0.02
N -7.75 -26.75 -0.69  0.02
H -6.98 -27.62 -2.77  0.00
H -8.52 -27.94 -3.50  0.00
H -8.05 -26.21 0.11  0.00
H -6.80 -27.03 -0.88  0.00
C -1.32 -24.26 5.36  0.00
O -0.47 -23.41 5.12  0.00
N -1.14 -25.54 5.65  0.00
N -2.56 -24.02 5.63  0.00
H -1.84 -25.92 6.27  0.00
H -0.25 -26.01 5.70  0.00
H -2.76 -23.04 5.49  0.00
H -3.17 -24.70 5.20  0.00
C -7.16 -28.35 6.35  0.00
O -7.22 -28.56 5.19  0.00
N -8.11 -27.96 7.14  0.00
N -6.09 -28.60 7.03  0.00
H -8.95 -27.76 6.62  0.00
H -8.11 -27.96 8.15  0.00
H -5.30 -28.94 6.51  0.00
H -5.99 -28.25 7.97  0.00
C -4.43 -26.87 -1.23  0.01
O -4.85 -27.49 -2.15  0.01
N -4.51 -27.38 -0.01  0.19
N -3.63 -25.86 -1.24  0.04
H -4.78 -28.34 0.19  0.00
H -3.89 -26.97 0.67  0.00
H -3.42 -25.33 -0.41  0.00
H -3.30 -25.44 -2.09  0.00
C -10.10 -20.40 3.31  0.00
O -9.09 -21.08 3.38  0.00
N -10.15 -19.22 3.86  0.00
N -11.15 -20.71 2.57  0.00
H -9.30 -18.97 4.34  0.00
H -11.10 -18.89 3.93  0.00
H -11.15 -21.61 2.12  0.00
H -11.86 -19.99 2.55  0.00
C -6.32 -29.84 1.70  0.02
O -6.09 -30.54 0.76  0.10
N -7.15 -28.84 1.63  0.18
N -5.81 -29.98 2.82  0.01
H -7.56 -28.38 2.42  0.00
H -7.62 -28.62 0.76  0.00
H -5.34 -30.87 2.92  0.00
H -6.01 -29.45 3.65  0.00

ORCA calculation (ωB97M-V/def2-TZVPD) on a 11-piece molecular cluster, C19H60O11 overall.

⟨S²⟩ = 0.754
Multiplicity = 2
ΔE to the lowest compared entry with this formula, charge and spin = 1.256 eV
F_max = 3.17 eV/Å
Total charge = +1
LUMO level (alpha / beta) = -0.087 / -0.331 hartree
DFT total energy = -1587.007520 Ha

Last column: Löwdin spin population.
Geometry (Å):
C 4.18 -0.79 -0.43  0.00
C 5.27 0.17 -0.74  0.00
O 6.20 -0.50 -1.61  0.00
H 3.64 -0.93 -1.37  0.00
H 3.54 -0.41 0.36  0.00
H 4.55 -1.78 -0.19  0.00
H 5.78 0.47 0.17  0.00
H 4.78 1.03 -1.19  0.00
H 6.57 0.20 -2.16  0.00
C -3.95 1.87 -1.09  0.00
C -3.21 1.26 -2.29  0.00
O -3.72 1.80 -3.50  0.00
H -3.74 1.34 -0.16  0.00
H -5.02 1.76 -1.25  0.00
H -3.72 2.90 -0.82  0.00
H -3.40 0.19 -2.24  0.00
H -2.14 1.48 -2.23  0.00
H -3.64 2.75 -3.40  0.00
C -0.83 3.63 -0.82  0.00
C -1.11 5.07 -0.25  0.00
O -2.48 5.41 -0.40  0.00
H 0.23 3.53 -1.06  0.00
H -1.40 3.51 -1.75  0.00
H -1.16 2.85 -0.14  0.00
H -0.54 5.77 -0.87  0.00
H -0.86 5.17 0.80  0.00
H -2.53 6.35 -0.20  0.00
C -1.34 3.12 2.98  0.00
C -2.21 2.15 3.86  0.00
O -2.29 2.78 5.08  0.00
H -1.14 2.70 2.00  0.00
H -0.43 3.45 3.47  0.00
H -1.89 4.05 2.82  0.00
H -1.85 1.12 3.88  0.00
H -3.21 2.15 3.42  0.00
H -1.41 2.64 5.42  0.00
C 1.40 -1.84 3.09  0.00
C 1.24 -3.29 2.74  0.00
O 2.56 -3.86 2.68  0.00
H 1.96 -1.24 2.37  0.00
H 1.86 -1.80 4.07  0.00
H 0.42 -1.37 3.15  0.00
H 0.71 -3.42 1.80  0.00
H 0.56 -3.78 3.45  0.00
H 2.95 -3.83 3.56  0.00
C 2.40 -2.78 -2.43  0.00
C 1.77 -3.84 -3.37  0.00
O 2.09 -3.52 -4.72  0.00
H 2.04 -1.80 -2.75  0.00
H 3.48 -2.81 -2.49  0.00
H 2.10 -3.12 -1.43  0.00
H 0.68 -3.82 -3.44  0.00
H 2.08 -4.86 -3.15  0.00
H 1.77 -4.27 -5.23  0.00
C -2.92 -3.83 -3.00  0.01
C -2.45 -3.12 -1.78  0.12
O -3.51 -2.40 -1.13  0.73
H -2.06 -4.34 -3.43  0.00
H -3.39 -3.15 -3.71  0.00
H -3.61 -4.61 -2.68  0.01
H -1.72 -2.34 -1.98  0.06
H -2.05 -3.81 -1.04  0.05
H -3.22 -1.91 -0.35  0.01
C -3.50 -3.01 2.16  0.00
C -2.79 -1.63 2.30  0.00
O -2.38 -1.18 1.01  0.00
H -2.77 -3.75 1.83  0.00
H -4.29 -3.10 1.41  0.00
H -3.93 -3.33 3.10  0.00
H -1.94 -1.77 2.97  0.00
H -3.46 -0.84 2.65  0.00
H -1.74 -0.49 1.23  0.00
C 2.83 2.00 -2.84  0.00
O 3.29 1.30 -3.95  0.00
H 3.61 2.69 -2.51  0.00
H 1.88 2.51 -3.00  0.00
H 2.63 1.27 -2.06  0.00
H 3.60 1.93 -4.61  0.00
C 2.38 1.83 3.18  0.00
O 1.94 2.10 1.90  0.00
H 2.73 2.75 3.67  0.00
H 1.52 1.50 3.75  0.00
H 3.16 1.07 3.22  0.00
H 2.66 2.47 1.39  0.00
C 0.24 0.13 -0.25  0.00
O -0.09 0.54 1.12  0.00
H -0.51 -0.36 -0.87  0.00
H 0.52 1.03 -0.79  0.00
H 1.19 -0.40 -0.25  0.00
H 0.56 1.22 1.32  0.00